Below is a molecular structure, C61H71AsF6N10O3, with properties calculated with ωB97M-V/def2-TZVPD.

Properties
Gap between HOMO and LUMO ... 3.098 eV
LUMO ... -16.41 eV
Net charge ... +8
M ... 1181.2 g mol⁻¹
E_tot ... -162503.171 eV

Last column: Mulliken charge in e.
Positions of all 152 atoms, in Å:
C  5.958584  1.968660  5.615839  -0.8356
N  5.856684  1.768480  4.221619  0.2705
C  5.675444  2.826040  3.453709  -0.3575
C  5.580004  2.728860  2.051379  -0.6378
C  5.747244  1.464690  1.453089  0.8215
C  5.973484  0.338180  2.292999  -0.7572
C  6.062814  0.541700  3.680029  -0.5612
C  5.561844  1.320920  0.003429  0.5898
C  4.566984  2.045960  -0.682901  -0.3274
C  4.397574  1.877400  -2.081751  0.2625
N  5.317184  1.066690  -2.743061  0.1802
C  6.218534  0.293620  -2.084411  -0.7009
C  6.317684  0.413930  -0.763341  -0.6234
C  5.283544  1.047950  -4.221021  -1.0112
H  6.320754  1.051130  6.079609  0.2960
H  5.002324  2.103250  6.121349  0.3307
H  6.568304  2.814050  5.934679  0.4063
H  5.633444  3.800340  3.917779  0.4606
H  5.211484  3.639500  1.602699  0.5380
H  6.166774  -0.607170  1.807869  0.5173
H  6.283294  -0.247200  4.383899  0.4302
H  3.864414  2.675060  -0.156561  0.2961
H  3.673214  2.477800  -2.612041  -0.0394
H  6.815814  -0.352230  -2.710931  0.5828
H  7.043114  -0.229010  -0.287101  0.6979
H  6.269184  1.312210  -4.604131  0.4027
H  4.498964  1.676060  -4.642951  0.2832
H  5.064564  0.018330  -4.503921  0.3478
C  5.133644  -4.266020  -3.389671  -0.8911
N  4.472634  -3.920010  -2.093911  0.0054
C  4.493254  -4.804810  -1.047171  -0.5771
C  3.932104  -4.282990  0.159129  -0.3319
C  3.276594  -3.068250  0.258169  0.2362
C  3.137304  -2.323930  -0.884941  -0.3819
C  3.823404  -2.685340  -2.053231  -1.0489
C  2.481574  -2.685110  1.475769  0.6724
C  1.044044  -2.601490  1.456039  -0.9666
C  0.398724  -2.104760  2.600839  -0.3816
N  1.120704  -1.786460  3.708159  0.1438
C  2.450714  -1.804770  3.783899  -0.3775
C  3.145064  -2.366090  2.719959  -0.4848
C  0.332914  -1.365090  4.888939  -1.0223
H  4.390444  -4.701240  -4.057761  0.3539
H  6.045774  -4.829420  -3.192931  0.4282
H  5.340004  -3.296000  -3.841961  0.2949
H  4.869404  -5.805080  -1.203311  0.5347
H  4.085904  -4.897450  1.033879  0.6096
H  2.496274  -1.456510  -0.940221  0.5920
H  3.732284  -2.285560  -3.052371  0.7200
H  0.429314  -2.985560  0.655419  0.9379
H  -0.665746  -2.128920  2.781729  0.4659
H  2.965474  -1.517720  4.688899  0.3889
H  4.209534  -2.521820  2.815129  0.6596
H  -0.402296  -2.129130  5.141519  0.4076
H  0.004084  -0.363440  4.612019  0.3889
H  0.982804  -1.221560  5.752149  0.3429
C  3.057494  2.111090  -9.229671  -0.8425
N  2.435894  2.771230  -8.079571  0.0561
C  2.045714  4.069050  -8.101741  -0.2095
C  1.464374  4.653450  -6.943241  -0.8246
C  1.082454  3.893300  -5.826811  0.7135
C  1.442574  2.524450  -5.877041  -0.6547
C  2.185304  2.003970  -6.967381  -0.4141
C  0.386274  4.445120  -4.630771  0.6711
C  -0.665196  5.362340  -4.693901  -0.6863
C  -1.145086  5.814760  -3.491981  -0.3617
N  -0.590826  5.510570  -2.295321  0.0459
C  0.543574  4.759820  -2.219311  -0.6274
C  0.977684  4.165740  -3.374421  -0.5265
C  -1.301556  5.958520  -1.145111  -0.8009
H  3.528774  1.163870  -8.967421  0.2769
H  3.800894  2.617880  -9.844991  0.3625
H  2.226724  1.796920  -9.861511  0.4167
H  2.291104  4.637880  -8.986401  0.4949
H  1.079844  5.662470  -6.963561  0.5497
H  1.176084  1.800810  -5.120921  0.6238
H  2.545604  0.994840  -7.102411  0.4728
H  -1.079526  5.763110  -5.607201  0.6114
H  -1.918546  6.556480  -3.357781  0.4960
H  0.838414  4.630700  -1.188391  0.7425
H  1.875724  3.565920  -3.386101  0.3034
H  -1.213006  5.238250  -0.331801  0.2200
H  -2.313026  6.208500  -1.465331  0.3306
H  -0.751126  6.868570  -0.906501  0.4231
C  -9.534966  1.299010  8.743489  -0.9301
N  -8.918926  1.246500  7.371949  0.0917
C  -9.388786  2.122710  6.447949  -0.1613
C  -8.782236  2.144760  5.175529  -0.7165
C  -7.588226  1.447950  4.960359  1.1208
C  -7.121956  0.603580  5.978749  -0.5632
C  -7.810066  0.526020  7.139399  -0.5344
C  -6.683266  1.493200  3.700399  1.2252
C  -7.221216  1.732400  2.482409  -0.6947
C  -6.315426  1.833660  1.423589  -0.2486
N  -4.919946  1.740750  1.548249  0.2792
C  -4.450646  1.404300  2.786049  -0.5275
C  -5.294436  1.259300  3.850439  -0.7716
C  -3.980856  1.919930  0.501969  -1.3173
H  -8.808176  1.415040  9.547479  0.4082
H  -10.216386  0.459850  8.883439  0.3531
H  -10.087246  2.221230  8.924059  0.3576
H  -10.097656  2.878710  6.751889  0.4057
H  -9.148516  2.898560  4.494339  0.4073
H  -6.180026  0.080050  5.907449  0.2639
H  -7.502306  -0.214750  7.862549  0.4528
H  -8.286396  1.856400  2.354279  0.5274
H  -6.632996  2.103690  0.427279  0.4354
H  -3.405596  1.137160  2.839999  0.4828
H  -4.819526  0.919540  4.758969  0.2992
H  -3.072016  2.350060  0.922809  0.4000
H  -4.469966  2.625670  -0.169441  0.3731
H  -3.818016  0.990860  -0.044301  0.4900
C  -3.889416  -9.777320  -0.627271  -0.8577
N  -3.665566  -8.352380  -0.978961  0.0079
C  -3.066526  -7.532940  -0.062271  -0.5196
C  -2.705246  -6.240020  -0.416951  -0.5692
C  -2.978056  -5.719640  -1.692061  0.7180
C  -3.517886  -6.539850  -2.624351  -0.6889
C  -3.852446  -7.876460  -2.238681  -0.2646
C  -2.571006  -4.334850  -1.936491  0.6663
C  -1.820666  -3.940750  -3.048571  -0.7304
C  -1.505756  -2.553550  -3.243591  -0.3044
N  -1.951716  -1.604440  -2.425491  0.1374
C  -2.673936  -1.911290  -1.345421  -0.0031
C  -2.966326  -3.288400  -1.042031  -0.6665
C  -1.525186  -0.216940  -2.697521  -1.2130
H  -3.052996  -10.475900  -0.649761  0.3121
H  -4.712856  -10.147320  -1.238111  0.3659
H  -4.326106  -9.612820  0.357789  0.4026
H  -2.922366  -7.965580  0.916739  0.4701
H  -2.211986  -5.640600  0.333909  0.4795
H  -3.749236  -6.189180  -3.619291  0.5806
H  -4.307966  -8.601730  -2.896631  0.4658
H  -1.522216  -4.653090  -3.803491  0.6113
H  -0.985396  -2.176740  -4.111711  0.5277
H  -2.915666  -1.128160  -0.642091  0.1980
H  -3.531976  -3.494320  -0.145351  0.5860
H  -0.487016  -0.176740  -2.367841  0.4275
H  -2.278406  0.398480  -2.205571  0.2775
H  -1.641226  -0.024690  -3.764141  0.4707
As  0.352314  1.705190  0.524819  2.2584
F  0.419814  3.375580  1.019789  -0.5189
F  1.347954  1.922430  -0.981641  -0.4870
F  0.273154  -0.037840  0.059499  -0.3205
F  -0.783416  1.252920  1.926879  -0.4979
F  -1.041336  2.135930  -0.499711  -0.4839
F  1.912564  1.256420  1.426719  -0.3502
O  1.749354  2.865940  3.741989  -0.3923
C  2.081414  1.975180  4.689499  0.6611
O  2.932314  1.099510  4.461979  -0.5124
O  1.727264  2.153240  5.867059  -0.7284
H  2.253684  2.396280  3.073649  0.1322

Force components x, y, z for each atom (eV/Å):
-0.086 -0.597 3.282
0.753 -0.527 -1.606
-0.219 0.445 -1.778
-0.424 -1.021 1.413
-0.564 0.502 1.344
0.435 1.709 0.315
-0.539 0.004 -1.114
-0.503 -0.071 -1.194
-0.129 -0.706 -1.249
2.740 -0.749 1.880
-2.118 1.554 0.032
-1.096 0.924 -2.060
0.619 -0.305 2.517
0.193 -0.881 -0.041
0.378 0.181 -0.068
-0.529 0.131 -0.618
0.264 -0.087 -0.557
-0.232 -0.064 0.285
0.529 -0.051 -0.646
-0.029 -0.243 0.476
-0.032 -0.029 -0.033
0.036 0.060 0.038
0.176 -0.351 -0.361
0.201 -0.005 0.090
0.191 0.116 0.208
-0.140 0.163 -0.042
0.224 0.187 0.388
0.102 -0.002 -0.246
-0.503 0.840 0.083
-0.317 0.061 0.320
-1.285 3.423 0.319
1.385 -1.603 -0.384
-0.926 -1.034 0.559
0.605 0.835 -2.515
-0.199 -2.731 1.376
-0.368 0.564 2.146
1.056 0.578 1.275
1.814 -1.244 -0.081
-0.730 0.243 0.100
0.249 -1.109 -0.873
-0.728 0.028 -2.191
0.638 0.801 0.306
0.294 -0.678 0.197
-0.273 -0.109 -0.327
0.590 -0.226 -0.030
0.321 0.039 0.104
-0.340 -0.164 0.153
0.033 0.255 0.275
0.038 0.673 0.297
0.190 0.235 -0.266
-0.022 0.205 -0.354
-0.369 0.270 0.160
0.081 0.145 -0.055
-0.161 0.316 -0.281
-0.680 -0.110 0.393
0.136 -0.088 -0.169
-0.295 -1.349 -1.284
0.002 0.613 1.578
0.227 -0.126 1.546
-1.015 -0.655 -0.531
0.699 -1.227 -1.110
1.182 -0.482 -1.327
-1.005 1.645 -0.188
0.645 0.571 0.390
0.583 -0.376 0.162
0.197 0.786 0.955
0.643 -1.698 -2.740
-2.054 0.248 0.182
0.405 0.187 -0.776
0.423 1.296 1.062
-0.006 0.195 0.595
-0.293 0.852 0.501
0.028 0.235 -0.335
-0.138 0.083 -0.127
0.543 0.333 -0.380
-0.044 0.179 0.266
-0.243 -0.129 0.475
-0.123 -0.221 -0.126
-0.360 -0.128 -0.669
0.713 -0.345 -0.161
-0.092 -0.074 0.283
-0.261 0.100 -0.106
0.071 -0.165 0.595
-0.514 0.288 0.808
-0.287 0.259 0.616
-0.550 1.732 0.567
1.601 -0.868 -0.707
0.402 0.580 0.600
0.870 -0.761 -0.477
0.085 0.858 -0.855
-0.611 -1.054 0.752
-0.358 -0.177 3.281
1.121 0.245 -1.759
1.527 0.654 -0.648
-3.495 -0.941 3.266
-0.445 -0.425 -0.675
-0.242 0.042 -0.364
-0.146 0.869 -1.406
0.523 -0.818 -0.374
0.276 -0.061 0.000
-0.308 0.018 -0.893
-0.424 -0.353 0.002
-0.070 -0.100 -0.234
-0.274 -0.231 -0.011
-0.169 0.306 0.524
0.019 0.051 -0.353
-0.147 -0.067 -0.099
0.193 0.407 0.092
-0.266 0.332 0.195
-0.014 -0.226 -0.296
0.505 0.073 -0.319
0.208 0.013 0.153
-1.994 0.476 0.678
1.892 1.456 -1.523
-0.300 0.210 -0.896
-0.442 -0.806 0.639
0.993 -0.236 1.537
-1.077 -2.089 -0.214
0.033 0.398 0.499
-0.222 2.299 0.142
0.105 1.977 -0.161
-0.790 -2.467 -0.245
0.107 -0.307 -0.054
-0.135 -2.929 1.108
0.683 1.440 -1.318
-0.783 -0.304 -0.138
0.323 0.640 -0.070
0.203 -0.064 -0.150
0.212 -1.047 0.277
0.151 0.087 0.073
-0.029 0.033 0.051
-0.076 -0.250 -0.142
0.012 0.152 -0.366
0.174 -0.012 -0.030
0.143 -0.325 -0.072
-0.120 0.111 -0.219
-0.098 -0.050 -0.022
-0.294 0.755 0.211
0.783 0.394 0.288
0.195 -0.131 0.009
0.618 -1.117 1.523
0.299 -1.260 -0.530
-0.518 0.172 1.178
-0.304 1.052 -0.020
1.652 0.679 -2.091
0.540 -0.632 0.570
-2.365 0.728 -1.450
-0.050 -0.349 -1.122
-0.078 1.097 6.290
1.896 -2.553 -3.224
-1.496 0.494 -0.996
-0.018 0.589 -1.329